No. 1
Computed, not measured: C30H47Cl3N3O6SiTb as an isolated structure in a non-equilibrium geometry, with ωB97M-V with the def2-TZVPD basis set.

Calculated values
**LUMO (alpha / beta)**: -0.451 / -0.429 eV
**Energy relative to the best compared isomer or geometry (same formula, charge and spin)**: 212.57 kJ/mol
**2S+1**: 7
**Net charge**: 0
**Frontier orbital gap (alpha / beta)**: 5.56 / 5.59 eV
**HOMO energy (alpha / beta)**: -0.221 / -0.221 Ha

Structure (XYZ):
```
91
Properties=species:S:1:pos:R:3:mulliken_charge:R:1
C 3.02 -2.58 -3.38 -1.355
C 2.42 -1.88 -4.54 0.552
H 3.14 -3.65 -3.59 0.397
H 2.38 -2.46 -2.50 0.064
H 4.01 -2.17 -3.14 0.285
C 2.37 -2.42 -5.78 0.107
C 2.86 -3.78 -6.14 -1.634
H 2.01 -1.86 -6.64 0.439
H 2.45 -4.58 -5.50 0.350
H 3.96 -3.85 -6.12 0.320
H 2.56 -4.01 -7.17 0.377
Tb 0.25 0.10 1.87 0.631
Cl 1.91 1.10 0.21 -0.410
C -0.99 2.80 1.06 0.141
O -1.38 1.62 1.32 -0.416
N -1.66 3.63 0.26 0.289
C -2.96 3.25 -0.28 -0.820
C -0.95 4.74 -0.37 -0.842
H -0.05 3.19 1.48 0.354
H -3.57 2.80 0.51 0.255
H -2.87 2.55 -1.12 0.177
H -3.43 4.17 -0.64 0.403
H -0.16 5.07 0.31 0.334
H -1.66 5.55 -0.55 0.306
H -0.49 4.44 -1.32 0.279
H -3.46 1.84 5.67 0.336
H -2.11 1.48 7.51 0.300
C -3.28 0.83 5.27 -0.922
C -1.69 0.53 7.16 -0.832
N -1.97 0.39 5.74 0.293
H -3.29 0.83 4.18 0.237
C -1.13 -0.24 4.92 -0.023
O -1.28 -0.31 3.67 -0.648
H -0.60 0.52 7.32 0.270
H -0.24 -0.69 5.41 0.558
H -4.07 0.17 5.66 0.328
H -2.14 -0.29 7.74 0.302
H -0.85 -5.82 2.71 0.333
H -0.21 -3.96 -0.37 0.283
C -1.69 -5.29 2.23 -0.922
C -1.20 -4.23 0.01 -0.827
N -1.23 -4.13 1.47 0.238
H -2.38 -4.97 3.02 0.352
C -0.81 -3.04 2.09 0.116
O -0.28 -2.06 1.49 -0.590
H -1.94 -3.56 -0.44 0.265
H -0.94 -3.03 3.18 0.265
H -2.18 -5.97 1.54 0.305
H -1.44 -5.26 -0.25 0.371
O 1.19 -0.37 -3.03 -0.307
C 1.98 -0.44 -4.23 -0.393
C 0.31 -0.27 -6.17 0.180
C 1.36 0.29 -5.43 0.207
H -0.04 -1.28 -5.93 0.686
C -0.28 0.46 -7.22 -1.001
H 2.90 0.10 -3.94 0.523
C 1.88 1.53 -5.81 -0.490
H -1.14 0.04 -7.74 0.366
C 0.22 1.71 -7.58 -0.487
C 1.32 2.23 -6.88 -0.637
H 2.73 1.93 -5.25 0.318
H -0.25 2.28 -8.38 0.363
H 1.72 3.21 -7.16 0.365
Si -0.53 -0.64 -2.87 1.890
Cl -0.31 -2.71 -2.86 -0.535
C -2.00 -0.80 -4.09 -1.614
C -0.70 1.36 -3.09 -1.495
C -1.13 -0.31 -1.09 0.049
H -1.97 -0.08 -4.92 0.347
H -2.92 -0.62 -3.52 0.390
H -2.07 -1.81 -4.52 0.409
H -1.42 -1.22 -0.55 0.101
H -1.94 0.42 -1.01 0.122
H -0.22 0.13 -0.65 -0.743
H -0.45 1.67 -4.11 0.216
H 0.02 1.85 -2.43 0.110
H -1.70 1.76 -2.87 0.321
Cl 3.10 2.56 9.67 -0.203
C 2.69 2.17 8.05 0.438
C 3.27 1.05 7.44 -0.661
C 2.91 0.72 6.13 -0.169
C 1.99 1.52 5.44 -0.030
C 1.44 2.66 6.04 -0.231
C 1.78 2.99 7.35 -0.722
C 1.51 1.12 4.08 0.899
O 1.81 -0.05 3.61 -0.697
O 0.74 1.91 3.43 -0.593
H 3.99 0.44 7.99 0.412
H 3.33 -0.15 5.63 0.480
H 0.75 3.28 5.47 0.441
H 1.35 3.86 7.83 0.406
```



No. 2
Computed, not measured: C11H26SSi in the gas phase in a non-equilibrium geometry, with ωB97M-V with the def2-TZVPD basis set.

Calculated values
**LUMO**: 0.891 eV
**SMILES**: CCC[Si](CCC)(CCC)CCS
**Energy relative to the best compared isomer or geometry (same formula, charge and spin)**: 31.70 kJ/mol
**2S+1**: 1
**Net charge**: 0
**Frontier orbital gap**: 9.53 eV
**HOMO energy**: -0.317 Ha

Structure (XYZ):
```
39
Properties=species:S:1:pos:R:3:nbo_charge:R:1
C -1.05 -2.53 2.61 -0.616
C 0.18 -1.55 2.65 -0.393
C 1.04 -1.51 1.35 -0.877
Si 0.48 -0.29 0.00 1.737
C -0.57 -1.08 -1.29 -0.939
C -0.48 -0.51 -2.74 -0.386
C -0.37 0.99 -2.87 -0.614
C -0.26 1.37 0.69 -0.881
C -1.68 0.99 1.18 -0.401
C -2.86 1.60 0.41 -0.601
C 2.10 0.15 -0.87 -0.909
C 2.91 1.20 -0.17 -0.536
S 4.32 1.65 -1.13 -0.021
H -1.73 -2.33 1.76 0.200
H -1.69 -2.75 3.48 0.217
H -0.64 -3.45 2.43 0.199
H -0.25 -0.57 2.88 0.198
H 0.91 -1.73 3.48 0.204
H 2.02 -1.15 1.59 0.228
H 1.32 -2.47 0.93 0.232
H -1.62 -0.76 -0.89 0.226
H -0.37 -2.16 -1.21 0.250
H -1.38 -0.90 -3.32 0.207
H 0.44 -0.85 -3.20 0.196
H -1.30 1.37 -2.35 0.196
H 0.44 1.46 -2.37 0.203
H -0.40 1.22 -3.96 0.220
H -0.37 2.06 -0.12 0.227
H 0.31 1.88 1.46 0.241
H -1.84 -0.13 1.09 0.182
H -1.87 1.28 2.19 0.209
H -3.85 1.50 0.95 0.211
H -3.05 1.04 -0.50 0.194
H -2.61 2.57 0.16 0.202
H 1.88 0.39 -1.89 0.221
H 2.74 -0.73 -0.89 0.232
H 2.34 2.18 -0.10 0.208
H 3.19 0.89 0.86 0.227
H 3.64 1.64 -2.28 0.107
```



No. 3
Computed, not measured: C2H4BrP in the gas phase in a non-equilibrium geometry, with ωB97M-V with the def2-TZVPD basis set.

Calculated values
**LUMO (alpha / beta)**: 0.782 / -3.128 eV
**Energy relative to the best compared isomer or geometry (same formula, charge and spin)**: 46.83 kJ/mol
**2S+1**: 3
**Net charge**: 0
**Frontier orbital gap (alpha / beta)**: 7.60 / 6.85 eV
**HOMO energy (alpha / beta)**: -0.251 / -0.367 Ha

Structure (XYZ):
```
8
Properties=species:S:1:pos:R:3:nbo_charge:R:1
C 0.66 -0.79 -0.88 -0.295
C -0.44 -0.13 -0.56 -0.555
P -0.64 1.14 0.73 0.558
Br 0.87 1.42 2.66 -0.308
H 1.55 -0.54 -0.53 0.184
H 0.86 -1.32 -1.89 0.208
H -1.32 -0.43 -1.18 0.221
H -1.53 0.64 1.65 -0.012
```



No. 4
Computed, not measured: a 2-piece molecular cluster, C21H23BNO5 overall in a non-equilibrium geometry, with ωB97M-V with the def2-TZVPD basis set.

Calculated values
**LUMO**: -5.352 eV
**Energy relative to the best compared isomer or geometry (same formula, charge and spin)**: 258.02 kJ/mol
**2S+1**: 1
**Net charge**: +1
**Frontier orbital gap**: 5.19 eV
**HOMO energy**: -0.388 Ha

Structure (XYZ):
```
51
Properties=species:S:1:pos:R:3:nbo_charge:R:1
C -4.98 0.22 2.42 -0.663
C -3.86 -0.62 2.74 0.312
C -3.69 -1.88 3.25 -0.334
C -2.28 -2.13 3.24 -0.260
C -1.63 -0.97 2.75 -0.055
B -0.40 -0.48 1.70 1.014
N -0.51 -0.50 0.07 -0.428
C -1.63 -1.34 -0.41 -0.410
C -0.65 0.96 -0.34 -0.338
C -0.98 1.68 0.95 0.816
O -1.61 2.71 1.12 -0.520
O -0.43 0.94 1.99 -0.757
C 0.77 -1.17 -0.39 -0.341
C 1.16 -2.01 0.77 0.783
O 1.85 -3.01 0.82 -0.516
O 0.60 -1.50 1.93 -0.717
O -2.66 -0.09 2.44 -0.452
H -5.87 -0.38 2.22 0.236
H -5.23 0.87 3.28 0.238
H -4.76 0.86 1.56 0.232
H -4.49 -2.57 3.54 0.238
H -1.85 -3.07 3.57 0.228
H -1.49 -1.55 -1.48 0.215
H -1.63 -2.30 0.14 0.247
H -2.59 -0.83 -0.26 0.243
H 0.33 1.37 -0.68 0.255
H -1.39 1.13 -1.13 0.258
H 0.61 -1.79 -1.28 0.258
H 1.57 -0.46 -0.67 0.265
C 2.60 -0.77 3.63 -0.500
C 2.24 -1.27 5.07 -0.478
C 1.48 -0.07 5.59 0.110
C 0.95 0.64 4.53 -0.316
C 1.59 0.30 3.34 0.380
C 1.89 1.25 2.29 -0.079
C 1.39 2.58 2.30 -0.121
C 1.77 3.51 1.34 -0.215
C 2.64 3.13 0.31 -0.150
C 3.14 1.82 0.26 -0.242
C 2.77 0.89 1.25 -0.194
H 3.59 -0.29 3.70 0.260
H 2.65 -1.59 2.92 0.273
H 1.59 -2.16 4.94 0.277
H 3.14 -1.57 5.60 0.254
H 1.34 0.13 6.65 0.244
H 0.22 1.44 4.58 0.261
H 0.73 2.90 3.09 0.235
H 1.37 4.52 1.40 0.246
H 2.88 3.82 -0.49 0.239
H 3.82 1.48 -0.53 0.239
H 3.22 -0.12 1.25 0.230
```



No. 5
Computed, not measured: C3H12BrCoN6O3 as an isolated structure in a non-equilibrium geometry, with ωB97M-V with the def2-TZVPD basis set.

Calculated values
**LUMO (alpha / beta)**: -7.634 / -7.636 eV
**2S+1**: 4
**Net charge**: +1
**Frontier orbital gap (alpha / beta)**: 3.85 / 3.85 eV
**HOMO energy (alpha / beta)**: -0.422 / -0.422 Ha

Structure (XYZ):
```
26
Properties=species:S:1:pos:R:3:nbo_charge:R:1
Co -0.75 5.03 -3.86 0.997
Br 0.18 0.80 -2.28 0.003
C 4.11 -3.14 -6.02 0.764
O 4.74 -3.74 -6.84 -0.631
N 4.43 -2.89 -4.75 -0.836
N 2.88 -2.61 -6.31 -0.858
H 3.87 -2.21 -4.26 0.376
H 5.29 -3.24 -4.35 0.415
H 2.72 -2.57 -7.31 0.405
H 2.47 -1.90 -5.71 0.365
C -0.26 4.59 4.32 0.769
O -0.18 5.51 3.59 -0.652
N -0.23 4.67 5.68 -0.859
N -0.19 3.34 3.84 -0.843
H 0.07 5.57 6.00 0.410
H -0.36 3.94 6.36 0.399
H -0.27 2.59 4.51 0.377
H -0.14 3.09 2.86 0.399
C -3.94 -2.25 2.10 0.735
O -4.84 -2.49 2.81 -0.653
N -2.70 -2.16 2.53 -0.831
N -4.05 -2.11 0.85 -0.817
H -2.62 -2.04 3.53 0.412
H -2.03 -1.82 1.86 0.364
H -5.00 -2.10 0.51 0.418
H -3.22 -1.83 0.35 0.372
```



No. 6
Computed, not measured: C37H50Br3N6O14 as an isolated structure in a non-equilibrium geometry, with ωB97M-V with the def2-TZVPD basis set.

Calculated values
**LUMO**: 1.072 eV
**2S+1**: 1
**Net charge**: -1
**Frontier orbital gap**: 4.34 eV
**HOMO energy**: -0.120 Ha

Structure (XYZ):
```
110
Properties=species:S:1:pos:R:3:mulliken_charge:R:1
C 24.01 -6.62 6.75 -1.122
C 23.28 -7.83 6.05 0.429
C 22.69 -7.28 4.75 -1.129
O 23.94 -9.05 5.83 -0.924
H 23.47 -5.67 6.69 0.300
H 24.89 -6.46 6.12 0.188
H 24.45 -6.69 7.74 0.316
H 22.40 -7.98 6.68 0.104
H 23.48 -6.99 4.06 0.266
H 22.18 -6.36 5.04 0.302
H 22.06 -8.02 4.25 0.283
C 27.00 -4.79 12.37 -0.287
Br 25.36 -3.82 11.90 0.005
Br 27.39 -4.48 14.27 -0.053
Br 28.52 -4.60 11.23 0.018
H 26.75 -5.85 12.39 0.314
C 16.36 -4.72 8.42 -0.339
C 15.01 -4.54 8.15 -0.536
C 14.05 -4.45 9.11 0.521
C 14.44 -4.41 10.49 -0.566
C 15.81 -4.44 10.69 -0.435
C 16.78 -4.66 9.71 0.459
O 18.04 -4.75 10.11 -0.514
O 12.75 -4.26 8.77 -0.551
H 17.05 -4.79 7.59 0.317
H 14.68 -4.37 7.14 0.360
H 13.65 -4.37 11.22 0.326
H 16.17 -4.42 11.70 0.345
H 18.63 -4.89 9.37 0.293
H 12.11 -4.78 9.26 0.317
C 17.97 -12.84 10.18 -0.795
C 19.15 -12.94 9.46 -0.193
C 19.51 -14.11 8.78 0.361
C 18.79 -15.28 8.97 -0.336
C 17.54 -15.20 9.59 -0.539
C 17.17 -13.96 10.10 0.620
O 15.84 -13.92 10.58 -0.574
O 20.64 -14.16 8.08 -0.504
H 17.64 -11.89 10.56 0.390
H 19.65 -11.99 9.31 0.280
H 19.28 -16.15 8.56 0.381
H 16.90 -16.07 9.53 0.315
H 15.24 -14.30 9.93 0.308
H 20.97 -13.26 8.04 0.285
C 19.65 -3.12 1.54 -0.330
C 20.15 -2.01 2.23 -0.621
C 21.06 -1.27 1.51 0.803
C 21.54 -1.58 0.30 -0.739
C 21.03 -2.69 -0.40 -0.264
C 20.14 -3.55 0.23 0.208
O 19.68 -4.67 -0.39 -0.540
O 21.66 -0.30 2.37 -0.578
H 18.93 -3.71 2.08 0.301
H 19.90 -1.69 3.23 0.400
H 22.31 -0.97 -0.14 0.335
H 21.37 -2.90 -1.40 0.399
H 18.76 -4.92 -0.25 0.323
H 22.60 -0.19 2.22 0.302
C 26.01 -7.89 -3.27 -0.831
C 25.94 -8.63 -2.16 -0.184
C 26.00 -9.96 -2.14 0.066
C 25.70 -10.67 -3.28 -0.202
C 25.67 -10.02 -4.51 -0.748
C 25.94 -8.65 -4.44 0.861
O 25.97 -8.09 -5.60 -0.520
O 26.10 -10.68 -0.92 -0.529
H 26.02 -6.81 -3.26 0.358
H 25.94 -8.10 -1.22 0.320
H 25.49 -11.73 -3.24 0.402
H 25.49 -10.50 -5.47 0.403
H 26.57 -7.35 -5.64 0.307
H 26.49 -10.13 -0.23 0.292
C 31.50 -7.72 4.20 -0.674
C 32.67 -7.68 4.85 -0.274
C 32.72 -7.98 6.24 0.415
C 31.50 -8.21 6.89 -0.385
C 30.29 -8.33 6.23 -0.662
C 30.30 -8.09 4.85 0.755
O 29.14 -8.25 4.12 -0.520
O 33.88 -7.91 6.91 -0.535
H 31.46 -7.49 3.15 0.375
H 33.52 -7.30 4.31 0.370
H 31.53 -8.53 7.93 0.212
H 29.43 -8.71 6.76 0.340
H 28.43 -8.48 4.73 0.272
H 33.84 -8.40 7.73 0.301
C 21.39 -13.12 1.03 0.657
O 20.99 -14.17 0.58 -0.685
N 21.49 -12.11 0.20 -0.391
N 21.59 -12.87 2.28 -0.354
H 21.33 -12.36 -0.77 0.206
H 21.72 -11.17 0.48 0.182
H 21.98 -12.02 2.66 0.181
H 21.58 -13.57 3.01 0.206
C 27.64 -1.78 3.87 0.627
O 27.18 -0.83 3.34 -0.612
N 28.68 -1.76 4.70 -0.389
N 27.39 -2.98 3.31 -0.414
H 28.90 -0.85 5.08 0.210
H 29.25 -2.55 4.95 0.175
H 26.66 -3.01 2.61 0.217
H 27.73 -3.74 3.90 0.187
C 28.16 -13.96 6.52 0.680
O 28.94 -14.79 6.88 -0.630
N 27.75 -13.66 5.34 -0.369
N 27.28 -13.27 7.30 -0.395
H 28.29 -13.95 4.54 0.198
H 26.84 -13.21 5.31 0.157
H 26.69 -12.66 6.75 0.169
H 27.18 -13.55 8.26 0.194
```



Which value of net charge does entry 4 give? +1